Computed, not measured: a structure of composition C28H38AuBN7O3S4, with ωB97M-V with the def2-TZVPD basis set.

Each line ends with the Mulliken charge.
Positions of all 82 atoms, in Å:
Au -0.1820 0.2668 -0.4004  0.55
C 4.3730 -2.8516 -2.8699  -2.08
C 3.6922 -1.5401 -2.4890  1.09
C 2.3555 -1.4642 -3.2261  -1.31
C 4.5952 -0.3646 -2.8521  -1.57
N 3.4674 -1.5258 -0.9962  0.44
C 3.9966 -2.4713 -0.1330  -0.05
C 3.5888 -2.1573 1.1102  -1.51
N 2.8166 -1.0156 1.0289  0.18
B 2.0587 -0.4606 2.2644  0.30
N 2.2470 1.0959 2.2926  0.68
C 3.5333 1.5520 2.4565  -1.27
C 3.5224 2.8951 2.3214  -0.40
N 2.2175 3.2744 2.0848  0.54
C 1.4701 2.1574 2.0963  0.22
S -0.2704 2.0721 1.9254  -0.10
C 1.7754 4.7126 1.9705  1.13
C 0.7199 4.8771 0.8753  -1.65
C 1.2339 5.1431 3.3309  -1.48
C 2.9900 5.5565 1.5895  -1.98
N 0.5889 -1.0389 2.2198  0.84
C 0.3202 -2.2986 1.7441  -1.00
C -0.9433 -2.6234 2.1159  -0.54
N -1.4643 -1.5575 2.8026  0.50
C -0.5110 -0.6159 2.8532  0.34
S -0.5763 0.9468 3.6312  -0.14
C -2.8565 -1.5247 3.4179  1.12
C -3.6332 -2.7412 2.9286  -2.00
C -2.6784 -1.5922 4.9327  -1.64
C -3.6041 -0.2605 2.9952  -1.35
C 2.7525 -0.6395 -0.2724  0.20
S 2.0088 0.8292 -0.8638  -0.41
H 4.4548 -2.8846 -3.9543  0.46
H 3.7868 -3.7163 -2.5548  0.46
H 5.3813 -2.9291 -2.4612  0.47
H 2.5392 -1.6358 -4.2866  0.56
H 1.8790 -0.4948 -3.1216  0.32
H 1.6697 -2.2349 -2.8702  0.13
H 4.8033 -0.3878 -3.9217  0.46
H 5.5428 -0.4249 -2.3140  0.38
H 4.1171 0.5849 -2.6171  0.31
H 4.6252 -3.2761 -0.4592  0.58
H 3.7973 -2.6339 2.0520  0.61
H 2.5976 -0.8773 3.2530  -0.15
H 4.3563 0.8836 2.6373  0.57
H 4.3351 3.5927 2.3754  0.55
H -0.2513 4.4879 1.1668  0.43
H 1.0358 4.3931 -0.0515  0.37
H 0.5955 5.9404 0.6775  0.51
H 0.3668 4.5444 3.6126  0.29
H 0.9285 6.1883 3.2874  0.46
H 1.9974 5.0392 4.1031  0.37
H 3.4831 5.1623 0.6997  0.47
H 3.7146 5.6337 2.4001  0.47
H 2.6479 6.5645 1.3651  0.47
H 1.0492 -2.8984 1.2297  0.60
H -1.4991 -3.5218 1.9258  0.52
H -3.1699 -3.6804 3.2351  0.39
H -3.7728 -2.7301 1.8481  0.45
H -4.6255 -2.7043 3.3740  0.54
H -2.1212 -2.4850 5.2218  0.37
H -3.6589 -1.6303 5.4053  0.48
H -2.1527 -0.7142 5.3141  0.35
H -3.5513 -0.1202 1.9168  0.14
H -3.2302 0.6295 3.4948  0.39
H -4.6516 -0.3841 3.2668  0.52
O -5.4450 -3.3833 -0.0256  -0.65
S -4.8651 -2.5183 -1.0152  1.18
O -5.6729 -2.0440 -2.0960  -0.66
N -4.1116 -1.2686 -0.2720  -0.47
C -2.8300 -1.2838 -0.4871  0.63
O -2.0613 -0.4161 0.0574  -0.82
C -2.3295 -2.4493 -1.2979  0.44
C -1.0374 -2.8077 -1.6478  0.84
C -0.8426 -3.9991 -2.3361  -0.79
C -1.9222 -4.8060 -2.6862  -0.59
C -3.2191 -4.4426 -2.3460  -0.76
C -3.3880 -3.2650 -1.6483  -0.28
H -0.2020 -2.1673 -1.3873  -0.31
H 0.1592 -4.3111 -2.6049  0.43
H -1.7506 -5.7206 -3.2385  0.41
H -4.0662 -5.0572 -2.6194  0.45

Atoms 1-3, force components in eV/Å:
Au 0.32 -0.33 -0.67
C 0.04 -0.01 0.10
C -0.04 0.13 -0.08

## Properties
LUMO level: -3.44 eV
energy: -3452.0359 Ha
net charge: +1
energy above the lowest of the compared OMol25 structures with the same formula, charge and spin: 6.0 kcal per mole
2S+1: 1